# 1
Entry from OMol25: an isolated molecule of C3H5NOS2 (ωB97M-V/def2-TZVPD).

Geometry as ORCA input:
```
! wB97M-V def2-TZVPD RIJCOSX def2/J DEFGRID3
* xyz 0 1
H 2.34 -0.32 -1.39
S 0.05 1.34 -0.26
H 2.17 -1.72 -0.31
H 2.80 0.87 0.52
C 0.57 -0.37 -0.20
S -1.90 -0.82 0.07
C -1.64 0.98 0.30
H -2.35 1.53 -0.32
N -0.29 -1.30 -0.06
H -1.74 1.26 1.34
O 2.83 -0.07 0.64
C 2.04 -0.66 -0.37
*
```

The HOMO-LUMO gap comes out at 9.0074 eV. The value obtained for the largest force on an atom is 0.49 eV Å⁻¹. The value obtained for the molecular weight is 135.21 u. As for the SMILES: OCC1=NSCS1. The LUMO energy is 0.53 eV. The value obtained for the energy relative to the best compared isomer or geometry (same formula, charge and spin) is 20.0 kcal per mole.

***

# 2
Entry from OMol25: a structure of composition C13H7BrCl5CrNO3 (ωB97M-V/def2-TZVPD).

Geometry as ORCA input:
```
! wB97M-V def2-TZVPD RIJCOSX def2/J DEFGRID3
* xyz 1 4
N -1.96 -0.01 -0.15
Cr 0.16 0.14 0.04
C 2.10 0.60 -0.20
O 0.49 -0.41 1.90
H 1.40 -0.79 1.89
O 0.05 -1.58 -0.62
Cl 5.95 2.62 -1.37
H -5.59 -0.74 -1.12
Br -2.40 2.33 1.19
C -4.25 0.61 -0.14
C 3.32 0.02 0.09
H -0.35 -2.31 2.08
C 2.13 1.82 -0.84
Cl 3.19 4.00 -2.01
O -1.22 -3.09 -1.67
C -0.40 -1.34 2.57
C 3.27 2.49 -1.22
C -2.28 -1.14 -0.81
C -3.56 -1.44 -1.19
C 4.52 0.63 -0.27
H -5.01 1.32 0.15
H -3.76 -2.36 -1.72
Cl 0.51 2.50 -1.09
H -0.09 -1.42 3.61
C -1.10 -2.05 -1.09
C 4.49 1.87 -0.93
Cl 6.01 -0.12 0.10
C -4.57 -0.54 -0.85
C -2.93 0.83 0.19
Cl 3.32 -1.51 0.93
H -1.40 -0.93 2.52
*
```

The HOMO-LUMO gap (spin up / spin down) comes out at 7.4782 / 8.1148 eV. The value obtained for the largest force on an atom is 0.32 eV Å⁻¹. The value obtained for the molecular weight is 534.37 u. The LUMO energy (spin up / spin down) is -4.82 / -4.23 eV. The value obtained for the energy relative to the best compared isomer or geometry (same formula, charge and spin) is 3.5 kcal per mole. As for the expectation value of S²: 3.79.

***

# 3
Entry from OMol25: a structure of composition C19H20N2Os at a distorted geometry (ωB97M-V/def2-TZVPD).

Geometry as ORCA input:
```
! wB97M-V def2-TZVPD RIJCOSX def2/J DEFGRID3
* xyz 0 5
C -3.50 -1.28 2.33
N -1.93 0.04 0.97
H -1.34 -0.74 5.50
H 2.98 0.51 0.50
C 2.27 -0.31 0.66
C -3.13 -1.62 4.69
C -3.80 1.66 1.00
C -5.05 2.09 -1.03
C -2.98 0.75 0.30
H -5.44 3.05 0.85
H -2.64 -0.23 -1.58
C -0.23 1.33 -2.10
H 1.29 -0.10 -2.62
H -1.30 1.54 -2.04
H -0.10 -2.03 2.30
C -4.26 1.17 -1.72
H -4.13 -1.42 1.46
H -0.46 -0.76 -2.54
H -4.85 -2.35 3.62
C 0.65 -1.65 1.61
C 2.00 -1.38 -0.23
N -0.23 1.68 0.31
H 0.57 -3.11 -0.09
H 2.49 -1.55 -1.19
H 0.43 2.20 -2.12
C -3.91 -1.81 3.56
C 1.43 -0.47 1.80
H -3.63 1.86 2.05
C -3.23 0.50 -1.05
C 0.23 0.07 -2.37
H -3.45 -2.03 5.64
C -1.52 -0.37 3.38
C -1.94 -0.90 4.61
H -0.17 2.69 0.48
H -4.44 0.97 -2.77
C 1.00 -2.21 0.35
H 1.39 0.20 2.67
H -0.63 0.23 3.35
Os 0.00 0.00 0.00
C -2.28 -0.57 2.22
H -5.84 2.62 -1.55
C -4.82 2.34 0.32
*
```

The HOMO-LUMO gap (spin up / spin down) comes out at 6.3186 / 6.4293 eV. The value obtained for the largest force on an atom is 7.02 eV Å⁻¹. The value obtained for the molecular weight is 466.61 u. The LUMO energy (spin up / spin down) is 0.44 / -0.43 eV. As for the expectation value of S²: 6.03.